Density functional theory data (ωB97M-V/def2-TZVPD) for C18H22LaNO5 as an isolated structure.

As for the HOMO energy: -7.896 eV. The net charge is 0. As for the LUMO energy: -0.0068 hartree. The total energy is -31614.143 eV. As for the energy relative to the best compared isomer or geometry (same formula, charge and spin): 0.0 kcal/mol.

```
47
Properties=species:S:1:pos:R:3:forces:R:3
La 0.200441 0.529728 -0.358169 -0.87 -0.60 0.20
C -1.929642 -0.706640 -1.742152 0.09 0.01 0.09
C -0.883617 -0.565252 -2.685973 0.04 -0.07 0.04
C 0.170943 -1.430277 -2.300386 -0.02 -0.01 0.02
C -0.223249 -2.113869 -1.121405 -0.02 0.10 -0.06
C -1.524596 -1.661928 -0.772128 0.07 0.06 -0.03
C -2.370953 -2.126916 0.379081 -0.07 -0.05 0.10
C 0.607259 -3.141277 -0.407001 0.08 -0.09 0.09
C 1.465089 -1.600295 -3.040204 0.10 -0.03 -0.07
C -0.872125 0.307475 -3.907178 -0.03 0.06 -0.11
C -3.258730 -0.009852 -1.762838 -0.13 0.04 -0.01
H -3.314523 -2.557574 0.034957 0.02 0.00 -0.03
H -2.638789 -1.324098 1.075367 0.01 0.02 -0.03
H -1.869625 -2.898257 0.964655 0.02 0.01 -0.02
H 0.745639 -4.040497 -1.012261 -0.03 0.01 -0.02
H 0.146712 -3.461280 0.529278 -0.03 0.02 -0.02
H 1.611482 -2.779245 -0.163683 -0.01 0.03 -0.03
H 1.335289 -2.209014 -3.940058 -0.02 -0.01 0.02
H 2.222709 -2.087943 -2.425850 -0.03 0.00 0.02
H 1.885144 -0.644985 -3.364077 -0.04 0.02 0.01
H -0.662661 -0.280424 -4.804037 0.00 -0.02 0.02
H -0.114859 1.094846 -3.860000 0.02 -0.02 0.03
H -1.836032 0.792503 -4.062655 0.00 -0.01 0.03
H -3.651499 0.153527 -0.755979 0.03 -0.02 0.01
H -4.014815 -0.591356 -2.298802 0.03 -0.02 0.00
H -3.210060 0.964934 -2.251262 0.04 -0.01 -0.01
O -0.632914 2.774836 0.938095 0.41 -0.22 -0.08
C -0.144318 2.964803 2.265660 -0.01 0.00 0.04
C 0.289108 1.685714 2.951549 0.01 -0.02 0.21
C 0.856656 1.766915 4.221173 -0.04 0.03 -0.07
C 1.234341 0.605009 4.860762 0.02 0.00 0.06
C 1.044529 -0.617415 4.228608 0.01 -0.09 -0.06
C 0.485140 -0.616178 2.969634 -0.05 0.17 0.17
N 0.103652 0.511927 2.355084 -0.03 0.05 -0.49
H -0.111134 3.373020 0.365334 0.03 0.08 -0.01
H -0.931861 3.416605 2.874522 -0.02 0.04 -0.06
H 0.702568 3.652976 2.240726 0.02 -0.02 0.02
H 1.003523 2.732705 4.686876 0.00 0.00 0.00
H 1.682454 0.647619 5.844680 0.00 0.00 0.00
H 1.335862 -1.546875 4.695883 0.01 0.00 0.00
H 0.323159 -1.536960 2.419576 0.01 -0.02 0.03
O 4.252579 1.827797 -0.564195 0.05 0.04 -0.01
C 3.073040 1.614080 -0.479362 0.06 0.15 -0.01
O 2.495577 0.519891 -0.021099 0.07 0.41 -0.17
C 1.980003 2.679969 -0.868837 -0.02 -0.43 0.09
O 1.860670 3.724366 -0.241054 -0.02 0.04 0.06
O 1.082413 2.207179 -1.690875 0.24 0.36 0.06
```
Positions in Å, forces in eV/Å.